1.
ORCA calculation (ωB97M-V/def2-TZVPD) on 9 unconnected molecules or ions with the total composition C28H56N2O21.

Geometry as XYZ:
```
107
C28H56N2O21, DFT ωB97M-V/def2-TZVPD
H 2.36 3.38 0.99
O -0.67 -3.71 -0.18
C 1.87 -2.38 -2.77
C 1.81 0.61 -5.29
O 1.13 -2.81 -3.89
O 4.24 0.58 3.66
O -1.46 1.02 0.02
C 5.42 2.51 -0.58
C -3.24 -2.94 0.21
O -1.20 -2.45 -5.62
C -4.34 0.47 -2.22
H 7.25 -1.19 1.64
N 4.79 1.79 -1.21
O -4.90 0.57 5.51
H 2.75 -0.76 4.41
O -3.72 0.14 3.81
H -2.61 -1.10 -6.26
C -2.88 0.44 2.69
O 0.42 4.69 1.89
H -5.99 2.30 5.92
H -4.96 1.69 7.21
H -0.49 -0.05 -3.46
C 4.16 -3.81 -0.28
H 2.09 -4.23 -1.79
H -0.16 -4.07 -2.85
H 3.55 2.66 2.09
O -2.24 -2.90 1.22
H -1.44 4.93 4.91
H 2.18 0.72 3.56
H 3.59 -3.79 -2.81
H -4.12 -2.47 0.65
H 2.29 0.94 -0.95
C 0.72 4.01 2.84
C -2.53 -2.00 -5.65
H 2.54 -1.60 -3.11
H -3.50 -3.97 -0.04
C 4.61 -0.11 2.60
C -0.33 0.88 -0.34
O -0.03 3.78 3.91
H -1.50 1.19 -2.66
H 1.62 -2.14 2.28
C 0.92 -0.03 -6.25
H -0.63 -2.38 -3.09
H 5.87 -0.96 0.56
H -3.48 1.00 1.98
C 6.52 -0.46 1.29
C 2.78 -3.46 -2.16
C 1.20 -2.95 1.68
O 0.04 0.49 -1.56
C -0.17 -3.25 -3.58
C -0.97 0.24 -2.53
H -6.47 0.81 6.77
H 4.61 -3.33 0.58
O -3.96 2.30 4.41
H 6.17 4.36 -0.29
C 6.23 3.41 0.25
C -1.02 -3.23 0.86
H -2.07 3.57 3.98
H -3.22 -2.76 -6.03
H 1.17 -1.06 -6.45
N 2.54 1.10 -4.55
H 5.89 3.47 1.27
H 1.53 -2.77 0.65
H -3.53 0.60 -2.93
O -6.29 0.88 -0.46
H -7.01 2.72 1.18
H 1.68 -3.86 2.04
C -6.86 3.40 0.36
H 7.13 0.22 0.70
H -1.65 -0.54 -2.17
O -0.20 -2.95 1.86
C -5.63 1.39 6.40
H 4.93 -4.26 -0.91
O 0.71 1.03 0.45
C 2.02 0.62 0.05
H -7.72 3.51 -0.30
C -5.61 1.82 -0.79
O -5.70 3.08 -0.42
O 3.44 -2.88 -1.05
C 2.96 0.29 4.19
H 2.76 1.08 0.70
O -4.54 1.70 -1.57
H -4.08 -0.32 -1.53
H 3.42 4.38 2.00
O 5.87 0.23 2.32
C 2.82 3.46 1.97
C -4.18 1.13 4.55
H 1.17 -1.99 -2.02
O 1.88 3.38 3.02
H 0.96 0.54 -7.18
H 3.50 -4.63 0.02
H -2.92 -2.43 -0.69
H -6.71 4.41 0.75
H -2.01 1.04 2.96
O 3.92 -0.80 1.92
C -1.32 4.35 3.99
C -1.00 -3.56 -4.79
H 2.83 0.80 5.15
H -0.13 0.08 -5.98
H -1.93 -4.05 -4.46
H 2.08 -0.46 0.15
H -0.54 -4.40 -5.33
H -2.97 -1.77 -4.67
H -1.55 5.10 3.23
H 7.27 3.10 0.10
H -2.65 -0.50 2.21
H -5.18 0.12 -2.82
```

Summary:
- F_max: 1.992 eV Å⁻¹
- Net charge: 0
- Energy: -75918.8478 eV
- Kohn-Sham gap: 10.203 eV
- LUMO level: 0.6018 eV

***

2.
ORCA calculation (ωB97M-V/def2-TZVPD) on 5 unconnected molecules or ions with the total composition C3H14N2O2.

Geometry as XYZ:
```
21
C3H14N2O2, DFT ωB97M-V/def2-TZVPD
C 0.15 1.18 0.46
H 2.49 -1.76 -0.76
H 0.45 0.31 -3.30
N -0.09 -0.52 2.00
C -0.83 1.92 -0.06
H -2.74 -0.40 -0.05
O 2.02 -0.90 -0.75
H 1.03 -0.26 -1.78
H -1.27 2.73 0.51
H 0.66 0.49 -0.19
C 0.37 0.82 1.91
H -0.52 -1.40 0.59
H 0.66 -1.07 2.44
H -0.20 1.50 2.57
H -0.24 -0.85 -2.43
N 0.19 0.07 -2.35
H 1.44 0.84 2.07
H -2.67 -0.48 0.66
H 0.54 -2.00 -0.28
O -0.43 -2.08 -0.13
H -1.02 1.85 -1.12
```

Summary:
- F_max: 1.674 eV Å⁻¹
- Net charge: 0
- Energy: -10404.3552 eV
- Kohn-Sham gap: 4.118 eV
- LUMO level: -4.6418 eV
- ΔE to the lowest compared entry with this formula, charge and spin: 9.436 eV

***

3.
ORCA calculation (ωB97M-V/def2-TZVPD) on 2 unconnected molecules or ions with the total composition C4H9NO2.

Geometry as XYZ:
```
16
C4H9NO2, DFT ωB97M-V/def2-TZVPD
C -0.15 0.69 -0.11
C 0.71 3.33 1.04
H -0.64 1.59 -0.49
H -1.68 -0.76 -0.41
C -0.62 -0.63 -0.66
H 1.71 3.24 0.57
N 0.75 0.83 0.76
H 0.43 -3.64 -0.05
H -1.27 -3.13 -0.21
C -0.24 -2.92 -0.52
O -0.27 3.66 0.42
H -0.55 -0.61 -1.76
H 1.12 -0.09 1.03
O 0.17 -1.64 -0.11
H -0.17 -3.03 -1.62
H 0.69 3.12 2.13
```

Summary:
- F_max: 0.472 eV Å⁻¹
- Net charge: 0
- Energy: -9877.0955 eV
- Kohn-Sham gap: 10.332 eV
- LUMO level: 0.8566 eV
- ΔE to the lowest compared entry with this formula, charge and spin: 2.965 eV

***

4.
ORCA calculation (ωB97M-V/def2-TZVPD) on 6 unconnected molecules or ions with the total composition C25H55FN2O8S.

Geometry as XYZ:
```
92
C25H55FN2O8S, DFT ωB97M-V/def2-TZVPD
C 0.80 0.17 1.02
H -6.73 -1.84 -5.76
H -4.63 1.29 -5.65
N 5.71 0.20 1.45
C -6.26 -0.95 -5.37
H 1.56 1.51 2.51
H -0.90 1.29 7.73
C 4.65 -0.27 4.19
C -1.14 -0.31 5.48
H -0.94 0.85 2.07
H 7.26 5.42 3.52
F 4.70 -1.64 3.97
C -4.63 -2.00 -1.57
O 3.13 -2.08 -0.47
H 0.15 2.45 -0.28
C 1.94 1.01 1.62
H -3.09 0.43 -5.68
H 3.53 1.44 3.66
C -3.23 -1.42 -1.47
H -1.65 -0.75 6.33
N -0.29 3.37 1.55
C -2.67 -6.30 -4.52
H -0.41 2.77 6.89
H 1.04 -0.05 -0.02
H -3.05 -5.51 -7.15
H -4.63 -5.59 -6.36
H -1.99 -6.82 -5.19
H 6.07 4.31 0.11
H 4.00 4.97 2.09
C -4.12 0.38 -5.32
O 4.44 4.12 2.21
O -3.89 -4.23 -4.14
H -3.57 -6.91 -4.40
H -4.28 -1.75 -5.56
H -5.26 -0.08 -7.60
H -4.96 -2.09 -2.60
H -2.20 -6.21 -3.54
H -2.48 -2.36 -3.27
H -4.66 -2.99 -1.11
H 5.86 5.94 0.75
H 2.20 1.80 0.92
H -3.95 -4.03 -6.80
C -0.56 2.33 0.55
H -5.34 -1.37 -1.03
C 6.66 0.69 0.90
C -0.41 1.68 6.84
C 3.36 -1.20 0.27
H -0.47 3.03 2.49
H 0.43 1.45 4.40
H -1.22 -1.84 -2.13
H 2.54 0.02 4.03
H -6.84 -0.09 -5.70
H -4.70 -4.75 -4.05
C 3.44 0.36 3.52
H 0.63 1.34 6.84
H -2.13 1.59 5.56
C -1.11 1.21 5.57
H -4.10 0.38 -4.23
S 7.88 1.33 0.17
O 3.98 -0.03 -0.10
C 5.85 4.37 2.25
H -2.14 -4.31 -5.13
H 5.59 0.18 3.85
H 6.30 3.39 2.39
C -3.70 -5.02 -6.43
C -4.82 -0.85 -5.86
C -3.04 -4.93 -5.06
H -1.64 -0.63 4.56
H -1.24 0.32 0.40
C 3.22 0.19 2.01
H -3.22 -0.41 -1.88
O -4.79 -0.86 -7.29
H -2.18 -3.28 -1.79
C 4.33 0.66 1.07
O 3.09 -1.17 1.59
H 4.59 -0.11 5.27
H 0.72 -0.78 1.56
O -0.49 1.77 4.42
C 6.19 5.25 3.45
H -2.84 -2.14 0.30
H 7.41 5.11 0.95
O -2.85 -1.26 -0.10
H 5.70 6.23 3.35
C -0.56 0.88 1.05
H -6.29 -0.98 -4.28
H -0.12 -0.70 5.44
C -2.22 -2.27 -2.21
C 6.33 4.97 0.94
H 0.69 3.62 1.54
H 5.84 4.80 4.37
H 4.37 1.74 0.95
H -1.55 2.53 0.14
```

Summary:
- F_max: 1.087 eV Å⁻¹
- Net charge: 0
- Energy: -59729.7624 eV
- Kohn-Sham gap: 9.100 eV
- LUMO level: 0.3325 eV